Record 1
A single C3H6N6 molecule, computed with ωB97M-V/def2-TZVPD.

Output
HOMO-LUMO gap, hartree: 0.328
Electronic energy, eV: -12146.18567
Energy relative to the best compared isomer or geometry (same formula, charge and spin), eV: 4.508
SMILES string: N/N=C1\NC=NC=NN1

Each atom is followed by the atoms it is bonded to, with distances in Å.
CARTESIAN COORDINATES (ANGSTROEM)
1 N 2.122 -0.366 1.588  N2 1.472, H10 1.027, H11 1.062
2 N 0.711 0.007 1.779  N1 1.472, C3 1.288
3 C 0.090 0.051 0.652  N2 1.288, N4 1.410, N9 1.388
4 N 0.709 -0.295 -0.568  C3 1.410, C5 1.415, H12 1.002
5 C 0.195 0.151 -1.808  N4 1.415, N6 1.284, H13 1.113
6 N -1.007 0.386 -2.196  C5 1.284, C7 1.463
7 C -2.191 0.292 -1.342  N6 1.463, N8 1.299, H14 1.064
8 N -2.386 0.156 -0.065  C7 1.299, N9 1.380
9 N -1.277 0.267 0.748  C3 1.388, N8 1.380, H15 0.984
10 H 2.638 0.244 2.235  N1 1.027
11 H 2.186 -1.305 2.080  N1 1.062
12 H 1.700 -0.308 -0.426  N4 1.002
13 H 1.046 0.130 -2.524  C5 1.113
14 H -3.103 0.459 -1.863  C7 1.064
15 H -1.433 0.130 1.710  N9 0.984



Record 2
2 unconnected molecules or ions with the total composition C3H6N6O2, computed with ωB97M-V/def2-TZVPD.

Output
HOMO-LUMO gap (alpha / beta), hartree: 0.226 / 0.266
Multiplicity: 3
Electronic energy, eV: -16236.86660

Each atom is followed by the atoms it is bonded to, with distances in Å.
CARTESIAN COORDINATES (ANGSTROEM)
1 C 0.356 0.056 0.594  N7 1.380, N8 1.384, O10 1.207
2 C 0.547 -2.436 0.317  N7 1.432, H12 1.090, H13 1.091, H14 1.088
3 C 0.664 2.472 -0.077  N8 1.432, H15 1.093, H16 1.089, H17 1.088
4 N 1.517 -0.730 -1.134  N5 1.247, N7 1.341
5 N 1.542 0.513 -1.236  N4 1.247, N8 1.344
6 N -2.376 -0.891 -0.545  N9 1.106
7 N 0.816 -1.077 -0.045  C1 1.380, C2 1.432, N4 1.341
8 N 0.856 1.059 -0.218  C1 1.384, C3 1.432, N5 1.344
9 N -3.078 -0.073 -0.298  N6 1.106, O11 1.148
10 O -0.315 0.153 1.593  C1 1.207
11 O -3.800 0.787 -0.059  N9 1.148
12 H 0.005 -2.930 -0.490  C2 1.090
13 H 1.482 -2.966 0.506  C2 1.091
14 H -0.065 -2.418 1.217  C2 1.088
15 H -0.268 2.782 -0.558  C3 1.093
16 H 0.615 2.714 0.983  C3 1.089
17 H 1.501 2.983 -0.549  C3 1.088



Record 3
A gas-phase ion, C3H6NO (charge -1), computed with ωB97M-V/def2-TZVPD.

Output
HOMO-LUMO gap, hartree: 0.224
Electronic energy, eV: -6742.02227
Charge: -1
Energy relative to the best compared isomer or geometry (same formula, charge and spin), eV: 1.078
SMILES string: C[C@H]1CN1[O-]

Each atom is followed by the atoms it is bonded to, with distances in Å.
CARTESIAN COORDINATES (ANGSTROEM)
1 C -0.079 -1.381 -0.017  C2 1.550, H6 1.162, H7 1.053, H8 1.083
2 C -0.470 0.111 -0.177  C1 1.550, C3 1.499, N4 1.526, H9 1.114
3 C 0.434 1.018 0.602  C2 1.499, N4 1.553, H10 1.156, H11 1.032
4 N 0.510 0.991 -0.948  C2 1.526, C3 1.553, O5 1.382
5 O -0.226 1.982 -1.570  N4 1.382
6 H 0.928 -1.449 0.559  C1 1.162
7 H 0.067 -1.864 -0.941  C1 1.053
8 H -0.813 -2.052 0.411  C1 1.083
9 H -1.573 0.101 -0.331  C2 1.114
10 H -0.041 1.830 1.274  C3 1.156
11 H 1.262 0.713 1.138  C3 1.032



Record 4
2 unconnected molecules or ions with the total composition C3H6NO, computed with ωB97M-V/def2-TZVPD.

Output
HOMO-LUMO gap (alpha / beta), hartree: 0.327 / 0.269
Electronic energy, eV: -6731.05312
Charge: +1
Energy relative to the best compared isomer or geometry (same formula, charge and spin), eV: 6.924

Each atom is followed by the atoms it is bonded to, with distances in Å.
CARTESIAN COORDINATES (ANGSTROEM)
1 C -2.939 0.201 -0.095  C2 1.187, H6 1.073
2 C -1.766 0.235 0.086  C1 1.187
3 C 0.879 0.352 0.463  N4 1.453, O5 1.393, H7 1.112
4 N 1.268 -0.903 -0.158  C3 1.453, H8 1.073, H9 0.965, H10 1.075
5 O 1.400 1.501 -0.127  C3 1.393, H11 0.942
6 H -3.809 -0.235 -0.546  C1 1.073
7 H 0.469 0.197 1.486  C3 1.112
8 H 0.631 -1.706 0.160  N4 1.073
9 H 2.196 -1.060 0.054  N4 0.965
10 H 0.874 -0.807 -1.153  N4 1.075
11 H 0.798 2.225 -0.170  O5 0.942



Record 5
2 unconnected molecules or ions with the total composition C3H6NO, computed with ωB97M-V/def2-TZVPD.

Output
HOMO-LUMO gap, hartree: 0.440
Electronic energy, eV: -6737.97703
Charge: +1
Energy relative to the best compared isomer or geometry (same formula, charge and spin), eV: 0.000

Each atom is followed by the atoms it is bonded to, with distances in Å.
CARTESIAN COORDINATES (ANGSTROEM)
1 C -1.141 0.998 -0.013  N4 1.429, H6 1.089, H7 1.093, H10 1.092
2 C -0.088 -1.157 -0.053  N4 1.265, H8 1.095, H9 1.084
3 C 3.006 0.037 -0.055  O5 1.124
4 N -1.112 -0.427 0.086  C1 1.429, C2 1.265, H11 1.023
5 O 4.107 0.235 0.049  C3 1.124
6 H -0.179 1.386 -0.344  C1 1.089
7 H -1.391 1.432 0.958  C1 1.093
8 H 0.895 -0.715 -0.250  C2 1.095
9 H -0.157 -2.234 0.036  C2 1.084
10 H -1.924 1.302 -0.711  C1 1.092
11 H -2.017 -0.856 0.297  N4 1.023



Record 6
2 unconnected molecules or ions with the total composition C3H6NO2, computed with ωB97M-V/def2-TZVPD.

Output
HOMO-LUMO gap, hartree: 0.300
Electronic energy, eV: -8793.55530
Charge: -1
Energy relative to the best compared isomer or geometry (same formula, charge and spin), eV: 1.662

Each atom is followed by the atoms it is bonded to, with distances in Å.
CARTESIAN COORDINATES (ANGSTROEM)
1 C -2.275 -0.254 -0.628  C2 1.364, H4 1.094, H5 1.072
2 C -1.295 0.632 -0.291  C1 1.364, N3 1.415, H6 1.039
3 N -0.276 1.166 -1.116  C2 1.415, H7 1.007, H8 1.018
4 H -2.857 -0.181 -1.551  C1 1.094
5 H -2.586 -0.921 0.152  C1 1.072
6 H -1.027 0.639 0.712  C2 1.039
7 H -0.333 0.822 -2.060  N3 1.007
8 H 0.584 0.790 -0.722  N3 1.018
9 O 1.932 -1.534 2.009  C10 1.261
10 C 2.502 -0.624 1.349  O9 1.261, O11 1.241, H12 1.147
11 O 2.007 0.274 0.650  C10 1.241
12 H 3.624 -0.809 1.495  C10 1.147